Record 1
# H23O12

A cluster of 12 separate species, H23O12 in total at a distorted geometry (the ωB97M-V functional and the def2-TZVPD basis, OMol25).

Results
charge: -1
LUMO: 2.9 eV
energy above the lowest of the compared OMol25 structures with the same formula, charge and spin: 2.462 eV
molar mass: 215.17 u

Cartesian coordinates (Å):
O 4.396 24.259 -6.747
H 2.109 25.100 -1.663
H 3.132 23.672 -4.299
H 0.347 25.816 -6.688
O 5.504 21.548 -6.381
H -0.047 23.280 -6.029
H 1.445 25.382 -3.964
H 1.833 24.382 -7.759
H 3.596 24.460 -6.180
H 5.992 22.013 -7.053
O 2.863 21.841 -5.954
O 1.618 23.438 -7.786
H 1.567 25.283 -5.894
O 4.629 26.138 -4.398
H 4.620 26.827 -5.025
H 2.131 23.064 -7.104
H 3.893 25.538 -4.587
O 0.203 23.151 -5.158
O 0.793 25.975 -3.588
O 4.588 22.666 -3.723
O 2.771 24.440 -1.950
H 3.002 22.533 -5.314
O 2.541 24.277 -4.767
O 1.317 25.888 -6.597
H 5.209 24.406 -6.239
H 2.939 21.000 -2.380
O 2.420 21.802 -2.515
H 5.326 23.010 -3.173
H 5.270 22.071 -5.583
H 3.628 21.835 -6.542
H 3.878 22.469 -3.106
H 2.450 24.051 -2.736
H 1.072 23.634 -4.966
H 1.398 26.657 -3.320
H 1.780 21.617 -3.224

Mulliken charges, unit e, in atom order:
1. O -0.670
2. H 0.311
3. H -0.630
4. H 0.360
5. O -0.667
6. H 0.337
7. H 0.231
8. H 0.363
9. H -0.051
10. H 0.305
11. O -0.830
12. O -0.727
13. H 0.270
14. O -0.685
15. H 0.311
16. H 0.353
17. H 0.356
18. O -0.708
19. O -0.661
20. O -0.660
21. O -0.662
22. H 0.211
23. O 0.761
24. O -0.739
25. H 0.382
26. H 0.315
27. O -0.710
28. H 0.286
29. H 0.332
30. H 0.480
31. H 0.256
32. H 0.276
33. H 0.223
34. H 0.365
35. H 0.316

---

Record 2
# C24H35OSi

A cluster of 2 separate species, C24H35OSi in total at a distorted geometry (the ωB97M-V functional and the def2-TZVPD basis, OMol25).

Results
charge: +1
LUMO: -5.6 eV
molar mass: 367.63 u

Cartesian coordinates (Å):
H -2.142 -1.115 1.002
H 2.279 2.741 1.505
C 2.068 -3.980 0.185
C 1.102 3.184 5.975
H 1.803 -0.868 3.796
H -4.514 1.555 0.014
H -2.044 0.820 -4.942
C -1.154 0.369 -4.483
H -5.466 0.639 -1.177
H 0.723 2.590 6.808
C 2.579 -3.006 -0.682
C -4.727 0.556 -0.375
C -1.464 1.520 -2.254
H 0.289 3.316 -3.422
H 1.469 0.426 -3.555
H 1.867 4.072 3.547
H -0.934 -0.799 -0.244
H -3.887 -2.575 -1.272
H 1.766 -6.082 0.589
C 1.484 -3.564 1.395
C 1.770 2.982 3.571
H -5.149 -0.056 0.433
O -2.671 0.905 -2.293
H 1.470 -5.627 -1.088
H -1.597 0.542 0.700
H 3.008 -0.929 -0.994
H -1.044 3.091 -4.559
H -4.334 -1.612 -2.694
C 1.650 0.201 3.675
C 2.550 -1.671 -0.346
H 1.103 0.467 5.750
C 1.365 0.948 4.808
H 3.118 -5.735 -0.493
H -1.871 2.579 -0.477
C 2.104 -5.421 -0.212
H -0.290 2.993 -1.352
H 1.129 1.317 -2.062
H 0.553 2.439 -4.929
C 1.784 0.833 2.393
H 0.430 -0.278 -2.303
C 1.401 2.357 4.768
H 1.088 -4.325 2.065
H 1.997 3.713 6.330
C -0.164 2.611 -4.112
C 1.893 0.189 1.128
H 2.992 -3.315 -1.644
C 0.698 0.656 -2.811
H -1.434 -0.605 -4.063
Si -3.184 -0.188 -1.070
C 1.966 2.255 2.425
C -1.112 2.330 -1.221
H 0.807 -1.932 2.588
C -0.529 1.290 -3.439
C 1.367 -2.217 1.703
C -3.545 -1.785 -1.955
C 1.906 -1.209 0.848
H -2.653 -2.151 -2.471
H -0.436 0.175 -5.297
H 0.358 3.961 5.754
C -1.848 -0.408 0.216
H 2.257 0.833 0.318

Mulliken charges, unit e, in atom order:
1. H 0.548
2. H 0.409
3. C 1.093
4. C -1.417
5. H 0.647
6. H 0.291
7. H 0.397
8. C -1.675
9. H 0.291
10. H 0.371
11. C -0.710
12. C -1.008
13. C 0.889
14. H 0.299
15. H 0.505
16. H 0.397
17. H -0.067
18. H 0.385
19. H 0.374
20. C -1.153
21. C -0.640
22. H 0.348
23. O -0.507
24. H 0.328
25. H 0.304
26. H 0.387
27. H 0.424
28. H 0.283
29. C -0.524
30. C -0.606
31. H 0.359
32. C -0.884
33. H 0.372
34. H 0.347
35. C -1.453
36. H 0.288
37. H 0.218
38. H 0.430
39. C 0.534
40. H 0.326
41. C 1.061
42. H 0.335
43. H 0.337
44. C -1.767
45. C 0.010
46. H 0.431
47. C -1.616
48. H 0.180
49. Si 0.203
50. C -0.724
51. C -1.458
52. H 0.582
53. C 2.134
54. C -0.264
55. C -1.054
56. C 0.795
57. H 0.312
58. H 0.419
59. H 0.357
60. C -0.653
61. H 0.181

---

Record 3
# ClH4N2OP

A cluster of 2 separate species, ClH4N2OP in total at a distorted geometry (the ωB97M-V functional and the def2-TZVPD basis, OMol25).

Results
LUMO (alpha / beta): -1.4 / -1.4 eV
energy above the lowest of the compared OMol25 structures with the same formula, charge and spin: 2.265 eV
molar mass: 114.47 u

Cartesian coordinates (Å):
P 0.372 -0.931 0.475
H -1.981 -0.899 0.055
N 1.450 0.274 0.069
H -1.014 0.579 -0.165
N -1.108 -0.294 0.319
H 1.551 0.601 -0.830
H 2.321 0.045 0.418
O 0.498 -1.863 1.541
Cl -0.298 -1.641 -2.432

Mulliken charges, unit e, in atom order:
1. P 0.674
2. H 0.323
3. N -0.418
4. H 0.287
5. N -0.360
6. H 0.305
7. H 0.257
8. O -0.477
9. Cl -0.591

---

Record 4
# C52H61N6O2Sc

A structure of composition C52H61N6O2Sc at a distorted geometry (the ωB97M-V functional and the def2-TZVPD basis, OMol25).

Results
LUMO: -1.9 eV
energy above the lowest of the compared OMol25 structures with the same formula, charge and spin: 0.000 eV
molar mass: 847.06 u

Cartesian coordinates (Å):
C 10.243 10.964 14.452
C 7.818 15.378 17.605
H 8.876 17.800 19.753
N 14.147 12.592 15.207
C 7.132 15.153 16.394
C 15.235 14.096 12.832
H 16.861 10.809 18.318
H 10.283 7.537 17.228
H 6.255 12.311 9.972
C 10.608 19.981 12.331
C 14.816 15.899 9.570
H 10.598 7.663 19.038
H 11.338 11.862 7.131
H 16.817 17.549 12.311
H 18.676 10.426 16.201
H 10.240 14.261 8.524
H 11.980 13.534 7.062
H 17.344 15.715 10.710
C 10.418 13.156 8.585
H 10.546 20.924 15.525
C 11.653 16.673 13.766
C 8.160 9.836 15.592
C 8.277 14.231 18.306
O 10.866 13.796 15.430
H 11.048 14.703 15.810
C 10.426 12.817 10.111
C 10.743 8.126 18.069
H 15.225 15.626 7.437
H 11.840 8.079 17.867
H 6.968 16.030 15.746
H 7.319 13.500 10.637
C 14.721 15.107 10.871
C 13.000 10.988 16.766
O 6.618 13.906 13.490
N 13.935 13.698 12.558
H 4.654 14.121 13.324
C 10.357 9.609 18.058
C 17.395 16.703 12.704
C 8.244 11.527 10.312
H 7.424 14.270 13.052
C 11.632 12.730 7.715
C 11.185 18.049 13.724
H 18.428 16.912 12.829
H 13.849 16.413 9.372
H 10.011 21.790 13.353
H 14.478 14.184 8.198
C 13.638 14.330 11.318
H 15.606 11.716 20.222
C 8.098 16.685 18.043
H 8.252 10.707 9.559
H 15.126 12.776 18.928
C 9.138 15.715 20.003
H 14.018 11.523 19.422
H 10.448 20.363 11.317
H 11.119 18.031 11.578
C 7.317 12.648 9.917
H 17.946 13.489 15.941
H 8.425 8.567 13.882
C 16.337 12.232 15.979
H 9.486 12.723 8.218
N 11.280 12.649 12.242
C 8.715 16.861 19.264
C 15.526 12.822 14.928
H 17.008 16.512 13.690
H 17.828 14.657 12.053
H 13.085 10.520 17.776
H 17.830 12.425 17.363
H 10.458 13.272 16.132
C 10.184 11.806 12.141
C 17.764 12.455 16.234
C 12.410 14.234 10.639
H 11.216 18.551 15.878
C 10.515 10.228 16.670
C 18.740 11.366 15.610
C 11.018 18.914 14.847
C 10.987 18.642 12.487
H 15.548 16.712 9.753
C 15.733 14.954 11.837
C 10.414 20.759 13.424
C 9.608 11.909 10.780
C 7.685 8.806 14.584
H 12.376 14.752 9.702
C 16.041 13.668 13.965
N 11.566 11.268 14.798
N 11.931 15.532 13.772
C 9.830 15.909 21.215
C 15.088 11.727 19.243
H 5.592 15.143 12.154
C 14.147 11.620 16.227
H 9.272 13.558 20.087
H 7.781 9.575 16.600
C 15.468 11.547 16.825
H 8.187 13.199 17.966
C 17.172 15.482 11.810
H 7.455 13.021 8.874
H 8.729 10.550 13.019
H 16.222 14.558 8.458
C 9.688 10.996 13.164
H 7.748 17.516 17.456
H 5.356 15.618 13.877
H 17.096 14.001 13.943
H 7.738 11.064 11.191
H 6.915 14.191 15.980
H 7.431 7.851 15.001
H 18.403 11.079 14.573
C 5.555 14.784 13.188
H 9.316 9.748 18.329
C 15.744 10.876 18.138
H 7.579 10.787 15.310
C 15.206 15.014 8.351
C 9.600 10.298 15.591
C 8.914 14.425 19.500
Sc 12.443 13.076 13.968
H 19.790 11.683 15.702
H 12.430 12.358 8.385
H 15.278 9.901 18.038
H 6.810 9.088 13.984
H 10.976 10.138 18.874
C 10.638 20.255 14.687
C 11.761 10.821 16.095
C 11.487 13.234 10.979
N 10.479 16.173 22.126

Mulliken population analysis, charges in e, atoms 1 to 99:
1. C 0.730
2. C 1.602
3. H 0.452
4. N -0.238
5. C -1.490
6. C -0.146
7. H 0.393
8. H 0.256
9. H 0.438
10. C -0.704
11. C -1.241
12. H 0.414
13. H 0.432
14. H 0.327
15. H 0.311
16. H 0.416
17. H 0.233
18. H 0.331
19. C -0.854
20. H 0.417
21. C 0.200
22. C -0.426
23. C -0.656
24. O -0.245
25. H 0.290
26. C 0.625
27. C -1.081
28. H 0.381
29. H 0.255
30. H -0.001
31. H 0.149
32. C 0.862
33. C 0.054
34. O -0.258
35. N -0.325
36. H 0.269
37. C -0.898
38. C -1.195
39. C -0.390
40. H 0.154
41. C -1.186
42. C 0.442
43. H 0.391
44. H 0.403
45. H 0.342
46. H 0.133
47. C 0.007
48. H 0.379
49. C -0.828
50. H 0.357
51. H 0.340
52. C 0.232
53. H 0.273
54. H 0.367
55. H 0.411
56. C -1.151
57. H 0.479
58. H 0.489
59. C 0.677
60. H 0.218
61. N 0.233
62. C -0.750
63. C -0.183
64. H 0.320
65. H 0.543
66. H 0.146
67. H 0.449
68. H 0.115
69. C -0.058
70. C -1.055
71. C -0.715
72. H 0.413
73. C -0.530
74. C -1.114
75. C -0.157
76. C -0.178
77. H 0.463
78. C 0.878
79. C -0.220
80. C -0.039
81. C -1.512
82. H 0.520
83. C -0.482
84. N -0.437
85. N -0.362
86. C 0.190
87. C -1.117
88. H 0.289
89. C 0.808
90. H 0.355
91. H 0.373
92. C -0.160
93. H 0.526
94. C -1.236
95. H 0.339
96. H 0.337
97. H 0.292
98. C -0.308
99. H 0.431

---

Record 5
# C4H12NO

A cluster of 2 separate species, C4H12NO in total at a distorted geometry (the ωB97M-V functional and the def2-TZVPD basis, OMol25).

Results
charge: +1
LUMO: -3.2 eV
energy above the lowest of the compared OMol25 structures with the same formula, charge and spin: 0.336 eV
molar mass: 90.15 u

Cartesian coordinates (Å):
H -0.716 -2.450 -1.038
H -0.400 2.487 2.737
H 0.398 1.073 0.826
H 2.025 0.582 -0.934
N 0.423 0.189 0.312
H 0.487 1.368 -1.409
H 1.039 -0.429 0.834
C -0.896 -0.535 0.200
H 0.241 -0.538 -2.900
C 0.432 -0.789 -1.861
H 0.353 1.282 3.446
O -0.202 1.550 2.705
C 0.965 0.436 -1.113
H 1.251 -1.513 -1.866
H -1.070 -1.002 1.160
H -1.628 0.248 0.018
H -1.654 -1.107 -1.666
C -0.770 -1.370 -1.086

Mulliken charges, unit e, in atom order:
1. H 0.334
2. H 0.315
3. H 0.345
4. H 0.424
5. N -0.242
6. H 0.330
7. H 0.364
8. C -0.581
9. H 0.393
10. C -0.546
11. H 0.321
12. O -0.655
13. C -0.562
14. H 0.253
15. H 0.425
16. H 0.318
17. H 0.238
18. C -0.474

---

Record 6
# C6H10O

The molecule C6H10O (the ωB97M-V functional and the def2-TZVPD basis, OMol25).

Results
LUMO: 0.2 eV
energy above the lowest of the compared OMol25 structures with the same formula, charge and spin: 3.666 eV
molar mass: 98.14 u

Cartesian coordinates (Å):
C 0.571 0.339 -0.542
H 0.662 -1.618 1.667
C 0.016 1.249 -1.444
O -1.600 -0.152 0.469
H 0.865 1.726 -1.980
C -0.288 -0.114 0.474
H 2.526 0.464 0.440
C 0.233 -0.616 1.793
C 2.045 -0.025 -0.417
H -1.953 -0.499 -1.550
H -3.372 -0.404 -0.442
H -2.470 1.083 -0.962
C -2.404 0.027 -0.708
H 2.583 0.299 -1.314
H 2.202 -1.106 -0.314
H 1.031 0.029 2.173
H -0.575 -0.673 2.524

Mulliken charges, unit e, in atom order:
1. C 0.709
2. H 0.278
3. C -0.908
4. O -0.314
5. H 0.203
6. C 0.772
7. H 0.299
8. C -1.196
9. C -1.346
10. H 0.379
11. H 0.226
12. H 0.366
13. C -0.812
14. H 0.393
15. H 0.287
16. H 0.309
17. H 0.354